[1]
The following is a quantum chemistry calculation of a structure of composition C46H43N5O8P2SY at a distorted geometry, from OMol25.

Calculated values
* energy: -3773.66088 Eh
* spin multiplicity: 1
* frontier orbital gap: 0.2117 hartree
* charge: -1

Geometry as XYZ:
```
106
Properties=species:S:1:pos:R:3:lowdin_charge:R:1
Y 0.11331 0.05736 0.07813 1.08
C 0.29831 0.16960 4.39530 -0.02
C 1.44687 0.55834 3.53671 -0.32
N 1.42950 0.53353 2.21765 0.12
C 2.72506 0.84745 1.82584 -0.10
C 3.48877 1.09597 2.93152 -0.07
N 2.64999 0.93171 4.00438 0.18
C 4.89918 1.46767 3.23099 -0.51
O 5.69266 1.63486 2.21652 0.11
O 5.23820 1.59329 4.39555 0.06
C 3.19188 0.88797 0.38750 -0.58
O 4.40659 1.18994 0.19209 0.03
O 2.37360 0.60466 -0.49402 -0.12
H -0.49464 -0.16569 3.74296 0.03
H 0.02392 1.03244 4.95744 0.05
H 0.54317 -0.65134 5.07446 0.10
H 2.95100 1.03352 4.95963 0.16
H 5.15659 1.46234 1.33362 0.03
N -0.60361 0.15551 -2.85635 -0.38
P -1.90935 0.90707 -1.90160 0.98
C -3.28143 0.78833 -3.12358 -0.35
C -3.21002 1.35938 -4.39403 -0.09
C -4.26533 1.23046 -5.28142 -0.09
C -5.41085 0.53499 -4.90774 -0.10
C -5.49342 -0.03147 -3.64610 -0.09
C -4.43009 0.09396 -2.75855 -0.10
C -1.55069 2.68578 -2.06317 -0.40
C -2.36659 3.58226 -1.38741 -0.11
C -2.13650 4.94619 -1.47429 -0.09
C -1.08699 5.42871 -2.24308 -0.10
C -0.27172 4.53517 -2.92465 -0.09
C -0.50141 3.17151 -2.83368 -0.11
P -0.31096 -1.52018 -2.34777 0.99
C -0.85059 -2.46564 -3.81156 -0.37
C -0.19627 -2.38463 -5.04043 -0.09
C -0.66705 -3.10262 -6.12734 -0.09
C -1.79365 -3.90770 -5.99663 -0.09
C -2.45017 -3.99029 -4.77877 -0.09
C -1.97988 -3.26926 -3.68773 -0.09
C 1.54797 -1.70476 -2.54579 -0.37
C 2.09406 -2.99247 -2.58941 -0.12
C 3.45385 -3.20853 -2.69969 -0.10
C 4.32511 -2.12444 -2.78100 -0.09
C 3.81136 -0.84135 -2.73822 -0.07
C 2.44020 -0.64647 -2.60930 -0.12
H -0.80231 0.19018 -3.85304 0.04
H -2.32860 1.91941 -4.68734 0.10
H -4.19962 1.67869 -6.26516 0.10
H -6.23675 0.43945 -5.60177 0.10
H -6.38318 -0.57264 -3.34912 0.10
H -4.49025 -0.35426 -1.77243 0.10
H -3.18543 3.21537 -0.77904 0.09
H -2.77572 5.63396 -0.93340 0.09
H -0.90197 6.49395 -2.30666 0.09
H 0.55579 4.90002 -3.52060 0.10
H 0.15597 2.48368 -3.34929 0.09
H 0.68667 -1.76410 -5.14105 0.11
H -0.15277 -3.03861 -7.07811 0.10
H -2.15763 -4.46984 -6.84767 0.10
H -3.32940 -4.61336 -4.67486 0.10
H -2.49296 -3.32366 -2.73336 0.10
H 1.43347 -3.85514 -2.53922 0.10
H 3.83553 -4.22159 -2.72725 0.09
H 5.39245 -2.28677 -2.86733 0.10
H 4.46286 0.02185 -2.77492 0.11
H 2.09608 0.37454 -2.57565 0.09
C 2.09543 -3.45236 2.14941 -0.02
C 1.40752 -2.65512 1.07691 -0.31
N 2.03817 -1.77255 0.40389 0.00
O 3.38090 -1.69157 0.77365 -0.02
C -0.01463 -2.97518 0.73584 -0.38
C -0.24166 -4.41094 0.36793 -0.05
N -0.93392 -2.05944 0.81250 -0.28
O -2.16418 -2.38453 0.55996 -0.25
H 2.69052 -2.78555 2.77366 0.08
H 2.77141 -4.19212 1.71496 0.09
H 1.35995 -3.96795 2.76578 0.08
H 3.60654 -0.92124 0.22159 0.06
H 0.70474 -4.89154 0.11488 0.07
H -0.90948 -4.46735 -0.49577 0.06
H -0.70992 -4.97683 1.17974 0.08
O 0.33875 1.96891 -0.00289 -0.63
O -1.78432 2.09272 1.16975 -0.54
S -1.96025 1.08513 2.23102 0.96
C -3.74096 0.79901 2.30206 -0.34
C -4.23523 -0.39984 2.78664 -0.08
C -5.60855 -0.60224 2.81673 -0.08
C -6.46542 0.38695 2.35490 -0.09
C -5.95237 1.57881 1.85539 -0.08
C -4.58241 1.78747 1.82262 -0.07
C -1.90191 2.02722 3.77789 -0.35
C -1.93060 1.42875 5.03246 -0.15
C -1.86585 2.21837 6.16126 -0.09
C -1.73810 3.60271 6.03878 -0.09
C -1.67788 4.18622 4.78617 -0.07
C -1.75692 3.39208 3.64414 -0.04
H -3.55730 -1.17795 3.11646 0.11
H -6.00676 -1.53769 3.18797 0.10
H -7.53599 0.22587 2.37279 0.10
H -6.62085 2.34569 1.48480 0.10
H -4.15690 2.70188 1.42753 0.10
H -2.05740 0.36133 5.15774 0.12
H -1.89777 1.75839 7.14105 0.11
H -1.67610 4.21809 6.92768 0.10
H -1.56436 5.25774 4.68609 0.10
H -1.69551 3.81562 2.64812 0.12
```

[2]
The following is a quantum chemistry calculation of a structure of composition C46H44BeN5O3Te at a distorted geometry, from OMol25.

Calculated values
* energy: -2561.47668 Eh
* spin multiplicity: 1
* frontier orbital gap: 0.1888 hartree
* charge: +1

Geometry as XYZ:
```
100
Properties=species:S:1:pos:R:3:lowdin_charge:R:1
Be -0.22845 0.25159 -0.08061 0.05
C 1.31691 -3.39506 3.74385 -0.04
C 0.19832 -2.75597 4.26462 -0.05
C -0.46026 -1.79736 3.52403 0.00
C 0.01397 -1.45243 2.24471 -0.25
C 1.16688 -2.07112 1.74581 0.02
C 1.79771 -3.04631 2.48724 -0.05
N -0.64968 -0.59807 1.40221 0.09
N -1.86418 -0.32409 1.70942 0.14
C -2.54982 0.35393 0.75640 -0.32
C -3.90887 0.63076 0.95524 0.02
C -4.59317 1.30458 -0.03304 -0.03
C -3.91232 1.67454 -1.18978 -0.01
C -2.57612 1.33167 -1.32035 -0.06
N -1.91426 0.69062 -0.37466 0.13
H 1.80698 -4.16973 4.31286 0.11
H -0.16215 -3.02585 5.24586 0.11
H -1.34167 -1.30915 3.90976 0.12
H 1.48471 -1.80755 0.75196 0.10
H 2.65822 -3.55059 2.07802 0.11
H -4.37577 0.31829 1.87372 0.13
H -5.64044 1.53480 0.08193 0.13
H -4.41182 2.21373 -1.97650 0.12
H -2.01070 1.57962 -2.20606 0.14
C 3.14827 -3.32954 -5.08423 -0.05
C 2.51041 -2.48203 -4.02831 -0.26
C 2.99843 -1.22009 -3.70219 0.04
C 2.40720 -0.46672 -2.70530 -0.08
C 2.99208 0.87406 -2.40947 -0.30
O 3.08976 1.72063 -3.27285 0.12
C 3.53162 1.08585 -1.04282 -0.14
C 3.96314 2.36650 -0.69960 -0.01
C 4.52674 2.61106 0.53727 -0.08
C 4.67310 1.57275 1.44479 -0.08
C 4.26161 0.29225 1.10720 -0.07
C 3.70195 0.04617 -0.13271 -0.02
C 1.26511 -0.93496 -2.01108 -0.24
O 0.70638 -0.18886 -1.10660 -0.04
C 0.73120 -2.19934 -2.37572 -0.06
C 1.38026 -2.93577 -3.37066 0.03
C -0.52604 -2.70381 -1.83266 -0.19
N -1.03893 -2.33829 -0.71736 0.13
C -2.35248 -2.83454 -0.37800 -0.32
C -2.56724 -3.13861 1.08986 -0.48
Te -4.48369 -4.16025 1.34218 1.26
C -5.30478 -3.52912 -0.53583 -0.56
C -5.60805 -4.46827 -1.50823 -0.14
C -6.09265 -4.06227 -2.74074 -0.08
C -6.26003 -2.71619 -3.01633 -0.08
C -5.95889 -1.77539 -2.04539 -0.08
C -5.49978 -2.18263 -0.80472 -0.17
C -1.26301 -3.64870 -2.73501 -0.22
C -1.13162 -5.02780 -2.60622 -0.04
C -1.89685 -5.87267 -3.39136 -0.07
C -2.80415 -5.35088 -4.29670 -0.08
C -2.93080 -3.97965 -4.43475 -0.07
C -2.16316 -3.12924 -3.65849 -0.02
H 4.13380 -2.95708 -5.34873 0.08
H 2.52990 -3.33483 -5.98219 0.09
H 3.23649 -4.35908 -4.74182 0.08
H 3.85979 -0.81735 -4.21603 0.13
H 3.85591 3.15212 -1.43177 0.12
H 4.86845 3.60457 0.79266 0.10
H 5.12731 1.75852 2.40730 0.10
H 4.39610 -0.51907 1.80908 0.10
H 3.41559 -0.95730 -0.40754 0.11
H 0.99997 -3.91175 -3.63267 0.12
H -2.59090 -3.74254 -0.94584 0.10
H -3.07528 -2.07508 -0.69710 0.10
H -2.58291 -2.24118 1.70239 0.00
H -1.79966 -3.80199 1.48093 0.05
H -5.46955 -5.52044 -1.30609 0.09
H -6.33732 -4.80070 -3.48951 0.11
H -6.63314 -2.40258 -3.98071 0.11
H -6.08892 -0.72050 -2.24738 0.10
H -5.29196 -1.44464 -0.04183 0.07
H -0.44001 -5.43910 -1.88418 0.13
H -1.79023 -6.94207 -3.29546 0.11
H -3.41401 -6.01281 -4.89170 0.11
H -3.63199 -3.56843 -5.14414 0.11
H -2.26377 -2.05752 -3.75971 0.12
O 0.29078 1.79024 0.36358 0.11
C 0.50887 2.79778 1.03223 -0.41
C 0.43050 2.81148 2.52841 -0.06
C -0.85594 3.62938 2.83536 -0.15
C -1.89545 3.68731 1.69124 -0.18
C -1.64947 4.76310 0.61444 -0.16
C -0.50931 4.41809 -0.35661 -0.14
N 0.62739 4.01815 0.45535 0.10
H 1.29902 3.28143 2.98513 0.13
H 0.34084 1.78950 2.89226 0.11
H -0.59383 4.65379 3.10780 0.12
H -1.33238 3.17358 3.70430 0.12
H -2.86431 3.90973 2.14399 0.12
H -1.98748 2.70801 1.21995 0.08
H -1.42122 5.70418 1.11980 0.12
H -2.56944 4.91549 0.04772 0.11
H -0.23869 5.27050 -0.97755 0.13
H -0.78158 3.57739 -0.99454 0.11
H 0.92075 4.75695 1.08475 0.15
```

The lowest charge belongs to which entry?
C46H43N5O8P2SY